Entry from OMol25: a structure of composition C4H6N2O2 at a distorted geometry (the ωB97M-V functional and the def2-TZVPD basis).

Geometry as XYZ:
```
14
Properties=species:S:1:pos:R:3:lowdin_charge:R:1
C -1.999 0.210 1.066 -0.074
C -0.672 0.228 0.429 -0.382
C 0.877 0.460 -1.332 -0.495
C 0.330 -0.692 0.488 -0.349
H -1.843 1.047 2.333 0.190
H -2.043 -1.015 1.443 0.139
H -2.703 0.821 0.011 0.193
H 0.985 1.065 -3.227 0.089
H 2.271 -0.899 -0.984 0.213
H 1.752 -1.187 1.598 0.316
N 1.478 0.660 -2.392 0.134
N 1.458 -0.367 -0.441 0.098
O -0.316 1.081 -0.677 -0.001
O 0.425 -1.411 1.685 -0.068
```

Its spin multiplicity is 1. As for the LUMO energy: -0.31 eV. The energy relative to the best compared isomer or geometry (same formula, charge and spin) is 8.431 eV. For the gap between HOMO and LUMO, the calculation gives 7.50 eV. The calculation puts the highest occupied orbital energy at -0.287 hartree. As for the total charge: 0.



Entry from OMol25: a structure of composition C29H43AsN3O5S2SeSi3Tm at a distorted geometry (the ωB97M-V functional and the def2-TZVPD basis).

Geometry as XYZ:
```
88
Properties=species:S:1:pos:R:3:lowdin_charge:R:1
Tm 0.769 -1.144 -1.374 1.014
O -0.084 0.272 -2.927 -0.255
C 1.009 0.882 -3.760 -0.128
C 1.879 -0.277 -4.225 -0.140
N 2.518 -1.009 -3.081 -0.233
C 2.702 -2.425 -3.544 -0.101
C 1.375 -3.197 -3.518 -0.580
O 1.044 -3.900 -4.454 0.051
O 0.607 -2.959 -2.418 -0.295
C 3.688 -0.346 -2.495 -0.091
C 3.217 0.654 -1.440 -0.588
O 3.687 1.792 -1.408 0.026
O 2.299 0.151 -0.608 -0.223
H -0.902 0.153 -3.452 0.080
H 1.539 1.583 -3.107 0.105
H 0.503 1.366 -4.608 0.131
H 2.723 0.077 -4.861 0.136
H 1.292 -0.977 -4.840 0.138
H 3.387 -2.896 -2.818 0.112
H 3.130 -2.495 -4.548 0.123
H 4.242 0.216 -3.266 0.125
H 4.388 -1.071 -2.042 0.143
S 2.221 -3.433 -0.016 0.580
C 2.352 -2.926 1.595 -0.745
C 3.542 -3.160 2.329 -0.093
C 3.599 -2.991 3.701 -0.234
C 4.796 -3.469 4.343 -0.195
N 5.777 -3.903 4.831 0.106
C 2.486 -2.500 4.402 -0.233
C 1.351 -2.155 3.684 -0.094
C 1.236 -2.227 2.277 -0.698
S -0.136 -1.682 1.380 0.511
C 2.478 -2.447 5.834 -0.199
N 2.469 -2.401 7.006 0.109
H 4.399 -3.564 1.790 0.100
H 0.447 -1.829 4.219 0.107
C -2.161 5.123 -0.391 -0.250
Si -1.462 3.634 -1.258 0.323
C 0.130 4.121 -2.151 -0.208
C -2.683 2.953 -2.506 -0.221
As -0.982 1.855 0.474 0.757
Si -2.930 1.396 1.938 0.289
C -2.307 0.888 3.684 -0.211
C -3.878 -0.089 1.371 -0.279
C -4.138 2.867 1.932 -0.238
Si 0.751 2.845 1.949 0.331
C 1.982 3.806 0.847 -0.222
C 0.055 4.005 3.275 -0.232
C 1.805 1.438 2.675 -0.205
H -1.796 5.978 -0.964 0.012
H -1.727 5.234 0.613 0.014
H -3.254 5.142 -0.275 0.023
H -0.077 3.953 -3.201 0.012
H 1.008 3.530 -1.884 0.010
H 0.381 5.156 -2.031 0.014
H -2.181 2.559 -3.366 -0.002
H -3.306 3.782 -2.851 0.022
H -3.355 2.176 -2.112 0.032
H -1.561 0.094 3.622 -0.002
H -3.226 0.457 4.091 0.017
H -1.917 1.695 4.315 0.009
H -3.282 -1.019 1.415 0.012
H -4.241 -0.007 0.327 -0.012
H -4.742 -0.189 2.036 0.024
H -3.748 3.786 2.390 0.017
H -4.988 2.528 2.521 0.011
H -4.494 3.066 0.931 0.006
H 1.583 4.719 0.429 0.004
H 2.474 3.233 0.072 -0.004
H 2.784 4.083 1.542 0.027
H 0.035 5.032 2.905 0.012
H 0.701 3.982 4.161 0.023
H -0.965 3.732 3.557 -0.005
H 2.284 0.947 1.834 0.017
H 1.206 0.738 3.253 0.006
H 2.517 1.869 3.387 0.029
Se -2.584 -1.531 -1.577 0.505
C -2.830 -3.405 -1.451 -0.681
C -1.900 -4.047 -0.629 -0.188
C -1.785 -5.421 -0.576 -0.099
C -2.595 -6.207 -1.368 -0.129
C -3.550 -5.595 -2.196 -0.140
C -3.671 -4.216 -2.255 -0.151
H -1.218 -3.419 -0.029 -0.004
H -1.054 -5.848 0.088 0.098
H -2.591 -7.288 -1.324 0.078
H -4.145 -6.192 -2.893 0.082
H -4.400 -3.690 -2.931 0.096
```

Its spin multiplicity is 3. As for the LUMO energy (spin up / spin down): 3.65 / 3.65 eV. For the gap between HOMO and LUMO (spin up / spin down), the calculation gives 5.30 / 5.30 eV. The calculation puts the highest occupied orbital energy (spin up / spin down) at -0.061 / -0.061 hartree. As for the total charge: -2. Its expectation value of S² is 2.002.



Question: Among the records above, which one has the highest total charge?
Answer: C4H6N2O2



Question: Which value of total charge does entry 2 give?
Answer: -2



Question: Which of these has the lowest total charge?
Answer: C29H43AsN3O5S2SeSi3Tm



Question: Which of these has the highest total charge?
Answer: C4H6N2O2